1.
92
Properties=species:S:1:pos:R:3:lowdin_spin:R:1 method="wB97M-V/def2-TZVPD" e_lumo_ev="0.55 / -1.38" total_energy_ha=-2832.56919 s_squared=0.75 homo_lumo_gap_ev="8.3422 / 6.8493" multiplicity=2 total_charge=0 homo_ev="-7.79 / -8.23" e_above_lowest_kcal_mol=0.0
Sb 0.30 0.80 -2.99 0.3985
Cd -0.44 -0.20 0.66 0.0048
S -0.91 1.69 2.98 0.0002
O 0.81 1.20 -0.74 0.1950
O -2.00 0.83 2.53 0.0000
O 1.08 3.40 -1.01 0.0044
O -0.47 1.51 4.34 -0.0001
N -3.27 -1.07 -0.30 0.0008
N -1.07 -2.01 2.05 0.0000
N 0.28 1.49 1.93 0.0010
N -2.45 -0.01 -0.51 0.0106
N -3.73 -3.53 -0.11 0.0000
N -0.28 -2.07 -0.71 0.0097
N -4.45 -3.52 -1.26 0.0000
N -2.31 -2.40 1.62 0.0000
N -1.44 -2.78 -0.73 0.0002
C -1.26 -3.89 -1.46 0.0015
C -3.09 -2.66 2.69 0.0000
C 0.95 2.42 -0.29 0.0142
C 0.61 -2.74 -1.42 0.0043
C -1.49 3.37 2.88 0.0002
C -3.21 1.07 -0.64 0.0028
C 0.97 2.56 1.23 0.0107
C -5.88 -5.06 -2.52 0.0000
C -2.68 3.64 2.25 0.0001
C -4.60 -5.54 -0.29 0.0000
C -4.55 -0.66 -0.30 0.0014
C -1.09 -2.05 3.38 0.0000
C -1.18 5.70 3.34 0.0000
C -2.35 -2.47 3.83 0.0000
C 0.21 -0.64 -5.76 0.0387
C 0.11 -1.67 4.17 0.0000
C -2.61 2.41 -0.89 0.0051
C 3.28 1.63 -2.67 -0.0004
C 2.01 -2.24 -1.56 0.0032
C -0.74 4.39 3.45 0.0002
C -2.37 6.00 2.69 0.0000
C -3.79 -4.75 0.48 0.0000
C 0.04 -3.91 -1.93 0.0000
C -0.52 -0.65 -4.43 0.1650
C -1.51 2.61 -4.73 0.0053
C -4.99 -4.72 -1.37 0.0000
C -2.84 7.43 2.58 0.0000
C -3.12 4.96 2.16 0.0001
C 2.38 0.73 -3.51 0.0227
C -4.56 0.71 -0.53 0.0003
C -0.25 2.68 -3.87 0.0589
B -2.69 -2.43 0.12 0.0002
H 2.03 2.59 1.51 -0.0003
H -5.42 1.35 -0.62 0.0000
H -0.32 3.39 -3.05 0.0001
H 0.57 3.55 1.45 0.0010
H -6.71 -5.69 -2.21 0.0000
H -1.57 -0.38 -4.52 0.0016
H 2.39 1.04 -4.56 0.0060
H 2.10 -1.22 -1.19 0.0023
H -0.47 -1.63 -3.94 0.0002
H 2.92 2.66 -2.64 -0.0001
H 2.71 -2.87 -1.00 0.0000
H 0.95 -1.46 3.51 0.0000
H -2.99 7.86 3.57 0.0000
H -2.20 2.49 -1.89 0.0037
H -3.36 3.19 -0.77 0.0002
H 4.29 1.63 -3.07 0.0000
H -4.12 -2.97 2.56 0.0000
H -0.59 6.50 3.78 0.0000
H 0.18 4.16 3.98 0.0000
H -3.24 -4.96 1.38 0.0000
H -5.35 -1.36 -0.19 0.0001
H -2.68 -2.59 4.85 0.0000
H 0.61 2.97 -4.48 0.0074
H 2.71 -0.30 -3.48 -0.0002
H -1.37 1.97 -5.61 0.0001
H 2.33 -2.26 -2.61 0.0000
H -4.07 5.18 1.67 0.0000
H -3.77 7.50 2.03 0.0000
H 0.50 -4.67 -2.54 0.0000
H 0.23 0.35 -6.22 0.0015
H -2.09 8.04 2.07 0.0000
H 0.40 -2.49 4.84 0.0000
H -1.81 2.62 -0.17 0.0000
H 3.33 1.28 -1.63 0.0005
H 1.25 -0.97 -5.65 0.0008
H -6.28 -4.15 -2.97 0.0000
H -4.89 -6.56 -0.09 0.0000
H -5.33 -5.60 -3.29 0.0000
H -2.07 -4.59 -1.61 0.0001
H -1.79 3.60 -5.08 0.0017
H -3.27 2.82 1.86 0.0000
H -2.37 2.21 -4.18 0.0009
H -0.09 -0.78 4.77 0.0000
H -0.26 -1.32 -6.47 0.0121

2.
109
Properties=species:S:1:pos:R:3:lowdin_charge:R:1 method="wB97M-V/def2-TZVPD" e_lumo_ev=-0.19 total_energy_ha=-4834.80402 homo_lumo_gap_ev=8.3048 smiles="OB(O)C[C@H](O[C@](I)(COCP(O)Cl)c1ccccn1)P(O)O.O=C1OCCO1.O=C1OCCO1.O=C1OCCO1.O=C1OCCO1.O=C1OCCO1.O=C1OCCO1.O=C1OCCO1" multiplicity=1 total_charge=0 homo_ev=-8.49
I -2.63 -2.17 6.00 1.0291
Cl 2.27 -5.91 3.39 0.1804
P 1.19 1.38 5.19 0.9211
P 1.61 -5.39 5.29 0.5741
O 0.80 3.66 -2.88 0.0753
O -1.25 3.88 -1.96 0.1238
O -1.54 0.43 8.09 0.0960
O -3.60 2.90 -0.16 0.0425
O 4.18 5.59 3.18 0.0691
O -3.88 1.35 -1.77 0.1392
O 7.36 -1.29 3.21 0.1567
O -3.11 -1.73 -9.91 0.0606
O 4.84 3.47 3.04 0.0568
O -2.67 0.43 -10.42 0.1629
O 5.84 -1.59 4.85 0.0675
O 3.11 4.00 4.36 0.1423
O 2.05 1.07 3.82 -0.2645
O -3.48 -2.93 -2.83 0.0679
O 5.29 -2.05 2.74 0.0588
O 1.79 0.27 6.25 -0.2390
O -2.08 -0.42 -8.42 0.0616
O 0.94 -2.56 -6.87 0.0541
O 0.12 -3.20 4.61 -0.2429
O -3.30 -2.24 -4.94 0.0202
O -3.51 3.49 -2.30 0.0431
O -0.44 2.44 7.77 0.1606
O -3.53 -4.44 -4.51 0.1632
O 2.57 -4.14 5.73 -0.3607
O -0.66 1.98 -3.01 0.0716
O 0.54 -0.61 -5.87 0.1499
O -0.38 -0.65 4.65 -0.1532
O 2.53 -1.00 -6.86 0.0726
N -3.66 -0.58 3.54 0.0918
C -3.46 -1.05 -4.16 -0.1152
C -0.02 -4.56 4.97 -0.4345
C 5.56 4.17 2.02 -0.1129
C 3.96 4.32 3.60 -0.5649
C 5.42 5.61 2.46 -0.1129
C -2.38 -0.78 3.22 -0.3065
C -0.45 3.23 -2.56 -0.5053
C -3.50 4.71 -1.56 -0.1197
C -0.86 -2.72 3.69 -0.2262
C 0.44 1.62 -3.87 -0.1128
C -4.34 0.01 2.56 -0.1179
C -1.79 -0.47 2.02 -0.0223
C -2.63 -0.48 -9.66 -0.5731
C -1.53 1.36 5.65 -0.0820
C 1.53 2.53 -3.38 -0.1036
C -2.53 0.14 1.03 -0.0281
C -3.11 4.25 -0.18 -0.1081
C -2.67 -2.60 -8.87 -0.1063
C 4.22 -2.56 3.54 -0.1239
C -2.41 -1.64 -7.73 -0.1198
C -1.47 -1.43 4.29 -0.7074
C 3.15 -2.21 -7.34 -0.1033
C -0.49 0.77 4.68 -0.4176
C 4.43 -1.83 4.84 -0.1199
C -3.45 -3.32 -4.13 -0.5626
C 1.28 -1.31 -6.48 -0.5600
C 1.96 -3.05 -7.75 -0.1066
C -3.69 2.48 -1.44 -0.5730
C -3.85 0.40 1.34 -0.0582
C 6.27 -1.62 3.56 -0.5733
C -3.11 -1.54 -2.78 -0.1185
B -1.14 1.42 7.20 -0.7218
H 6.59 3.83 1.97 0.1349
H 2.11 2.10 -2.55 0.1333
H -1.76 -3.11 -9.20 0.1283
H 0.16 1.81 -4.90 0.1320
H 2.12 -4.11 -7.61 0.1354
H 3.91 -0.87 4.88 0.1114
H -4.49 0.88 0.63 0.0891
H -2.51 0.41 8.05 0.0783
H -1.68 2.39 5.32 0.1098
H 3.26 -2.35 3.09 0.1316
H -2.50 0.89 5.56 0.0741
H -0.52 -5.16 4.21 0.0841
H -2.13 0.43 0.08 0.1060
H 3.72 -2.66 -6.53 0.1346
H -0.50 3.23 7.22 0.0981
H 1.79 -0.61 5.86 0.0491
H 1.65 -2.86 -8.78 0.1348
H 4.13 -2.42 5.71 0.1088
H 2.22 2.84 -4.16 0.1350
H -0.75 -0.69 1.87 0.1202
H 2.98 -4.37 6.58 0.0503
H -4.51 5.14 -1.59 0.1352
H 3.82 -1.99 -8.17 0.1343
H -2.79 -0.27 -4.51 0.1338
H -1.67 -3.42 3.57 0.1091
H -0.53 -4.61 5.93 0.0558
H -5.39 0.20 2.76 0.1117
H -1.60 -1.95 -7.08 0.1112
H 6.21 5.92 3.15 0.1345
H 2.77 1.70 3.78 0.0157
H 4.34 -3.64 3.65 0.1018
H -3.65 -1.02 -2.00 0.1091
H -0.32 -2.50 2.77 0.1242
H -4.49 -0.70 -4.23 0.1394
H 5.37 6.31 1.63 0.1324
H -2.04 -1.48 -2.57 0.1347
H -3.56 4.84 0.61 0.1333
H -2.80 5.42 -1.99 0.1308
H -2.03 4.23 -0.04 0.1207
H 0.68 0.56 -3.76 0.1170
H -0.63 1.23 3.70 0.1132
H -3.30 -1.46 -7.12 0.1197
H 5.08 3.98 1.06 0.1325
H -3.42 -3.34 -8.63 0.1362

3.
82
Properties=species:S:1:pos:R:3:lowdin_charge:R:1 method="wB97M-V/def2-TZVPD" e_lumo_ev="-6.86 / -6.86" total_energy_ha=-4642.75321 homo_lumo_gap_ev="4.4094 / 4.4099" multiplicity=1 total_charge=+2 homo_ev="-11.27 / -11.27" e_above_lowest_kcal_mol=0.0
Br 0.54 -0.09 2.27 0.9556
P -1.64 1.20 -0.94 0.9931
P -1.32 0.92 4.38 0.8744
N 3.62 -6.71 -5.98 0.0684
N 5.41 2.86 2.55 0.2171
N 1.46 2.28 -0.23 0.0023
C 1.16 -3.19 -3.00 -0.0416
C 0.87 -1.30 0.78 -0.5960
C -1.42 3.75 4.80 -0.1540
C -0.23 -0.47 6.66 -0.1419
C -2.92 3.47 -2.24 -0.1114
C 0.06 0.25 5.34 -0.4899
C -3.33 -1.09 -0.75 -0.1142
C 4.56 2.92 1.73 -0.1311
C -3.05 0.29 -0.19 -0.3512
C -3.95 -0.35 4.39 -0.1401
C 3.61 4.08 -0.21 0.0484
C 1.46 3.39 -1.03 -0.0475
C 1.84 -5.52 -4.92 -0.0072
C 3.54 3.05 0.72 -0.1639
C -2.25 2.93 -0.98 -0.3645
C 4.10 -4.77 -4.68 -0.0154
C 2.48 2.16 0.67 -0.0589
C 2.32 -6.53 -5.77 -0.1188
C 4.51 -5.88 -5.42 -0.1163
C -0.04 -2.28 0.42 -0.0949
C 1.90 -0.91 -0.09 -0.1713
C -0.37 1.39 -3.41 -0.1326
C 2.34 -3.35 -3.64 -0.0086
C 0.98 -2.40 -1.80 -0.2170
C -1.47 0.64 -2.66 -0.3836
C -2.53 -0.30 3.79 -0.4467
C 2.57 4.24 -1.08 0.0108
C 1.88 -1.41 -1.42 -0.0145
C -1.38 2.63 3.73 -0.4456
C 2.72 -4.53 -4.42 -0.2050
C -0.03 -2.78 -0.88 -0.0034
Be 0.45 0.92 -0.40 0.3555
H 5.57 -6.09 -5.57 0.1187
H 0.53 -0.47 4.64 -0.0278
H -0.94 -1.29 6.53 0.0696
H -2.28 2.73 3.10 0.0794
H -3.62 -1.04 -1.80 0.0811
H -4.55 0.53 4.14 0.0692
H 2.57 5.04 -1.80 0.1353
H -0.28 1.00 -4.43 0.1021
H -0.48 3.80 5.36 0.0730
H 0.61 1.26 -2.92 0.0489
H -0.61 0.23 7.41 0.0772
H 0.57 3.58 -1.62 0.1065
H -0.48 2.74 3.09 0.0357
H 0.35 -3.86 -3.30 0.1128
H -2.86 0.24 0.89 0.0500
H -0.66 -2.69 1.22 0.1283
H -3.91 0.96 -0.30 0.1021
H -3.93 -0.47 5.48 0.0750
H 4.46 4.76 -0.19 0.1526
H -2.25 3.59 5.51 0.0781
H 2.58 -1.04 -2.18 0.1246
H -2.21 3.67 -3.06 0.0695
H 2.85 -0.53 0.37 0.1360
H -4.18 -1.52 -0.20 0.0956
H -3.40 4.43 -1.99 0.0947
H -1.21 -0.43 -2.63 0.0822
H 3.14 -2.62 -3.53 0.1136
H 0.79 1.05 5.51 0.0911
H -2.46 0.72 -3.16 0.1034
H 0.78 -5.51 -4.65 0.1028
H 4.84 -4.12 -4.26 0.1048
H -0.56 2.48 -3.48 0.0636
H -2.05 -1.27 3.97 0.0815
H -1.60 4.71 4.30 0.0707
H -2.59 -0.14 2.69 0.0182
H -2.97 2.99 -0.15 0.0922
H -0.74 -3.54 -1.22 0.1401
H -1.39 3.57 -0.71 0.0629
H 1.62 -7.19 -6.29 0.1188
H -2.47 -1.77 -0.64 0.0494
H 2.42 1.32 1.35 0.0415
H -3.71 2.81 -2.62 0.0854
H -4.47 -1.23 3.98 0.0740
H 0.71 -0.87 7.04 0.0774